# 1
Formula: C13H18ClN
Source: the Open Molecules 2025 dataset
Level of theory: ωB97M-V with the def2-TZVPD basis set

E, Ha: -1020.7420
HOMO level, eV: -8.21
Orbital gap, eV: 8.796
LUMO, Ha: 0.02160

Positions of all 33 atoms, in Å:
Cl 4.60 1.27 -0.09
C 3.47 0.05 -0.01
C 2.45 0.10 -0.95
C 1.35 -0.99 -0.83
C 1.40 -2.05 0.09
C 2.35 -1.90 1.21
C 3.30 -0.97 1.21
H 4.18 -0.77 1.63
H 2.41 -2.50 1.87
H 0.66 -2.69 0.33
C 0.08 -0.80 -1.77
N -1.21 -0.27 -1.49
C -1.85 -1.20 -0.47
C -1.65 -0.45 1.13
C -2.31 0.81 1.23
H -3.31 0.85 0.92
C -1.38 1.86 1.04
C -0.53 1.74 -0.13
H -0.03 2.88 -0.62
C -1.18 1.12 -1.28
H -2.25 1.36 -1.55
H -0.79 1.49 -2.17
H 0.38 1.34 0.16
H -2.12 2.93 0.97
H -0.79 2.45 1.60
H -2.48 0.93 2.40
H -0.60 -0.71 1.34
H -2.11 -1.12 1.71
H -3.02 -0.90 -0.49
H -1.64 -2.13 -0.35
H 0.47 -0.41 -2.77
H -0.12 -2.07 -2.14
H 2.28 0.76 -1.72

These are the Löwdin partial charges, in e, on atoms 1 to 5: 0.722 -0.676 -0.064 -0.141 -0.010



# 2
Formula: C13H18F10N2O5
Source: the Open Molecules 2025 dataset
Level of theory: ωB97M-V with the def2-TZVPD basis set

E, Ha: -1990.5482
HOMO level, eV: -9.12
Orbital gap, eV: 9.607
LUMO, Ha: 0.01801
SMILES: O=C(OCCOC(F)(F)F)C(F)(F)C(F)(F)C(F)(F)F.CN(C)C=O.CN(C)C=O

Positions of all 48 atoms, in Å:
O 1.27 3.08 1.48
C 0.44 3.34 0.66
O 0.64 3.18 -0.66
C 0.12 2.00 -1.31
C 0.72 0.72 -0.77
O -0.32 -0.29 -0.80
C -0.25 -1.21 0.17
F 0.87 -1.95 0.10
F -1.30 -2.03 0.04
F -0.29 -0.67 1.41
C -0.87 4.05 1.12
F -0.69 4.42 2.41
F -1.02 5.18 0.38
C -2.17 3.19 1.05
F -2.86 3.37 2.20
F -1.87 1.88 0.96
C -3.16 3.60 -0.08
F -4.14 2.70 -0.13
F -3.69 4.78 0.20
F -2.56 3.65 -1.27
H 0.40 2.12 -2.35
H -0.97 1.97 -1.29
H 1.51 0.40 -1.45
H 1.14 0.83 0.22
C -3.67 -2.26 4.33
N -2.54 -3.17 4.38
C -1.64 -3.25 3.25
C -2.30 -3.96 5.45
O -1.37 -4.74 5.54
H -4.32 -2.51 3.50
H -3.32 -1.24 4.21
H -4.24 -2.34 5.26
H -1.62 -4.26 2.85
H -0.63 -2.99 3.56
H -1.97 -2.56 2.48
H -3.05 -3.83 6.26
C 5.53 -0.86 -4.44
N 4.09 -0.85 -4.33
C 3.29 -1.57 -5.31
C 3.45 -0.19 -3.35
O 2.24 -0.16 -3.22
H 5.85 -0.43 -5.39
H 5.91 -1.89 -4.38
H 5.97 -0.28 -3.63
H 2.62 -0.89 -5.83
H 2.69 -2.33 -4.82
H 3.95 -2.05 -6.03
H 4.14 0.32 -2.66

These are the Löwdin partial charges, in e, on atoms 1 to 5: 0.217 -0.388 0.039 -0.093 -0.103



# 3
Formula: C13H18F12NaO21S4
Source: the Open Molecules 2025 dataset
Level of theory: ωB97M-V with the def2-TZVPD basis set

E, Ha: -5039.6566
HOMO level, eV: 0.12
Net charge: -3
Orbital gap, eV: 4.814
LUMO, Ha: 0.18138
Energy above the lowest of the compared OMol25 structures with the same formula, charge and spin, kJ/mol: 177.85

Positions of all 69 atoms, in Å:
Na 16.88 2.27 -9.97
C 18.39 7.00 -10.96
F 18.80 6.26 -12.02
F 19.30 7.30 -10.06
F 17.88 8.16 -11.49
S 16.91 6.02 -10.02
O 15.90 5.84 -11.01
O 17.42 4.72 -9.55
O 16.46 6.91 -8.93
C 13.77 4.96 -7.33
F 12.48 4.91 -7.19
F 14.15 5.86 -8.22
F 14.50 5.21 -6.27
S 14.44 3.28 -8.11
O 13.46 2.24 -7.78
O 14.56 3.47 -9.56
O 15.70 3.07 -7.54
C 14.15 -2.26 -10.90
F 13.25 -3.19 -10.33
F 15.48 -2.61 -10.74
F 13.88 -2.01 -12.19
S 13.88 -0.54 -9.91
O 12.50 -0.22 -10.11
O 14.17 -0.79 -8.50
O 14.87 0.35 -10.42
C 20.10 0.14 -7.00
F 20.96 1.08 -7.53
F 20.21 -0.94 -7.63
F 20.63 -0.16 -5.80
S 18.26 0.83 -6.96
O 18.24 1.77 -8.07
O 17.30 -0.30 -7.20
O 18.07 1.52 -5.72
C 20.17 3.64 -10.44
O 21.36 3.86 -9.68
C 21.29 4.27 -8.41
O 20.37 4.42 -7.63
O 22.54 4.52 -8.13
C 22.96 4.99 -6.87
H 19.39 3.12 -9.88
H 20.41 3.10 -11.36
H 19.64 4.51 -10.81
H 22.45 4.71 -5.95
H 22.87 6.07 -6.91
H 23.99 4.74 -6.61
C 18.32 -2.16 -11.44
O 19.60 -1.59 -11.29
C 19.76 -0.36 -10.78
O 18.84 0.39 -10.46
O 21.06 -0.15 -10.47
C 22.10 -1.13 -10.43
H 18.26 -2.53 -12.47
H 17.50 -1.46 -11.25
H 18.16 -2.97 -10.73
H 21.65 -2.12 -10.43
H 22.75 -1.21 -9.56
H 22.79 -0.86 -11.23
C 17.81 3.79 -13.68
O 17.12 2.57 -13.96
C 16.18 2.11 -13.11
O 15.79 2.69 -12.09
O 15.71 0.82 -13.43
C 16.11 0.14 -14.56
H 17.12 4.63 -13.65
H 18.61 3.96 -14.39
H 18.26 3.82 -12.68
H 17.18 -0.02 -14.71
H 15.79 0.75 -15.41
H 15.62 -0.83 -14.51

These are the Löwdin partial charges, in e, on atoms 1 to 5: 0.331 -0.604 0.072 0.130 0.060



# 4
Formula: C13H18GaIN2
Source: the Open Molecules 2025 dataset
Level of theory: ωB97M-V with the def2-TZVPD basis set

E, Ha: -2837.5062
HOMO level, eV: -14.37
Net charge: +2
Orbital gap, eV: 5.421
LUMO, Ha: -0.32885

Positions of all 35 atoms, in Å:
Ga -0.57 -1.17 1.02
C -0.95 1.79 -0.67
C -0.36 1.31 -1.78
C 1.07 1.29 -1.48
C 1.34 1.71 -0.11
C 0.15 2.05 0.41
C -0.16 2.67 1.71
C 2.72 1.85 0.45
C 2.10 0.91 -2.44
C -0.94 0.96 -3.12
C -2.36 2.17 -0.45
H -0.61 3.66 1.55
H 0.72 2.79 2.33
H -0.91 2.09 2.26
H 3.28 2.61 -0.09
H 3.29 0.92 0.38
H 2.69 2.15 1.50
H 3.00 1.53 -2.31
H 1.76 0.92 -3.47
H 2.42 -0.11 -2.19
H -0.60 1.67 -3.88
H -2.03 1.01 -3.10
H -0.65 -0.04 -3.44
H -2.42 3.25 -0.29
H -2.76 1.71 0.45
H -3.00 1.92 -1.30
I 0.53 -6.35 4.06
C -0.26 -5.09 2.64
C -1.33 -5.33 1.80
N -1.52 -4.23 1.06
N -0.62 -3.27 1.36
C 0.15 -3.79 2.34
H -1.95 -6.21 1.69
H -2.20 -4.10 0.33
H 0.96 -3.23 2.77

These are the Löwdin partial charges, in e, on atoms 1 to 5: 0.990 -0.166 -0.203 -0.050 -0.219



# 5
Formula: C13H18N4O3
Source: the Open Molecules 2025 dataset
Level of theory: ωB97M-V with the def2-TZVPD basis set

E, Ha: -950.9854
HOMO level, eV: -8.24
Orbital gap, eV: 9.079
LUMO, Ha: 0.03071
Energy above the lowest of the compared OMol25 structures with the same formula, charge and spin, kJ/mol: 24.17
SMILES: COc1ccccc1NC(=O)NCCN1CCNC1=O

Positions of all 38 atoms, in Å:
C -4.58 -2.08 0.31
O -3.26 -1.61 0.27
C -3.05 -0.26 0.15
C -4.05 0.70 0.04
C -3.73 2.04 -0.07
C -2.40 2.44 -0.03
C -1.39 1.50 0.09
C -1.70 0.15 0.15
N -0.72 -0.85 0.29
C 0.38 -1.09 -0.49
O 1.06 -2.09 -0.29
N 0.63 -0.21 -1.50
C 1.86 -0.28 -2.24
C 2.95 0.63 -1.64
N 3.17 0.36 -0.25
C 3.82 -0.83 0.24
C 3.39 -0.90 1.71
N 2.70 0.36 1.91
C 2.43 0.98 0.72
O 1.72 1.95 0.56
H -5.12 -1.85 -0.62
H -5.13 -1.66 1.16
H -4.51 -3.16 0.42
H -5.09 0.40 0.03
H -4.52 2.77 -0.16
H -2.15 3.49 -0.09
H -0.37 1.82 0.18
H -1.04 -1.67 0.78
H 0.13 0.66 -1.50
H 2.18 -1.32 -2.22
H 1.67 0.01 -3.28
H 2.63 1.67 -1.70
H 3.88 0.50 -2.19
H 3.49 -1.72 -0.31
H 4.91 -0.73 0.13
H 4.24 -0.99 2.39
H 2.71 -1.75 1.88
H 2.10 0.51 2.70

These are the Löwdin partial charges, in e, on atoms 1 to 5: -0.084 -0.089 -0.208 -0.026 -0.091



Copy entry 3 word for word.
Formula: C13H18F12NaO21S4
Source: the Open Molecules 2025 dataset
Level of theory: ωB97M-V with the def2-TZVPD basis set

E, Ha: -5039.6566
HOMO level, eV: 0.12
Net charge: -3
Orbital gap, eV: 4.814
LUMO, Ha: 0.18138
Energy above the lowest of the compared OMol25 structures with the same formula, charge and spin, kJ/mol: 177.85

Positions of all 69 atoms, in Å:
Na 16.88 2.27 -9.97
C 18.39 7.00 -10.96
F 18.80 6.26 -12.02
F 19.30 7.30 -10.06
F 17.88 8.16 -11.49
S 16.91 6.02 -10.02
O 15.90 5.84 -11.01
O 17.42 4.72 -9.55
O 16.46 6.91 -8.93
C 13.77 4.96 -7.33
F 12.48 4.91 -7.19
F 14.15 5.86 -8.22
F 14.50 5.21 -6.27
S 14.44 3.28 -8.11
O 13.46 2.24 -7.78
O 14.56 3.47 -9.56
O 15.70 3.07 -7.54
C 14.15 -2.26 -10.90
F 13.25 -3.19 -10.33
F 15.48 -2.61 -10.74
F 13.88 -2.01 -12.19
S 13.88 -0.54 -9.91
O 12.50 -0.22 -10.11
O 14.17 -0.79 -8.50
O 14.87 0.35 -10.42
C 20.10 0.14 -7.00
F 20.96 1.08 -7.53
F 20.21 -0.94 -7.63
F 20.63 -0.16 -5.80
S 18.26 0.83 -6.96
O 18.24 1.77 -8.07
O 17.30 -0.30 -7.20
O 18.07 1.52 -5.72
C 20.17 3.64 -10.44
O 21.36 3.86 -9.68
C 21.29 4.27 -8.41
O 20.37 4.42 -7.63
O 22.54 4.52 -8.13
C 22.96 4.99 -6.87
H 19.39 3.12 -9.88
H 20.41 3.10 -11.36
H 19.64 4.51 -10.81
H 22.45 4.71 -5.95
H 22.87 6.07 -6.91
H 23.99 4.74 -6.61
C 18.32 -2.16 -11.44
O 19.60 -1.59 -11.29
C 19.76 -0.36 -10.78
O 18.84 0.39 -10.46
O 21.06 -0.15 -10.47
C 22.10 -1.13 -10.43
H 18.26 -2.53 -12.47
H 17.50 -1.46 -11.25
H 18.16 -2.97 -10.73
H 21.65 -2.12 -10.43
H 22.75 -1.21 -9.56
H 22.79 -0.86 -11.23
C 17.81 3.79 -13.68
O 17.12 2.57 -13.96
C 16.18 2.11 -13.11
O 15.79 2.69 -12.09
O 15.71 0.82 -13.43
C 16.11 0.14 -14.56
H 17.12 4.63 -13.65
H 18.61 3.96 -14.39
H 18.26 3.82 -12.68
H 17.18 -0.02 -14.71
H 15.79 0.75 -15.41
H 15.62 -0.83 -14.51

These are the Löwdin partial charges, in e, on atoms 1 to 5: 0.331 -0.604 0.072 0.130 0.060



What did the fourth record say?
Formula: C13H18GaIN2
Source: the Open Molecules 2025 dataset
Level of theory: ωB97M-V with the def2-TZVPD basis set

E, Ha: -2837.5062
HOMO level, eV: -14.37
Net charge: +2
Orbital gap, eV: 5.421
LUMO, Ha: -0.32885

Positions of all 35 atoms, in Å:
Ga -0.57 -1.17 1.02
C -0.95 1.79 -0.67
C -0.36 1.31 -1.78
C 1.07 1.29 -1.48
C 1.34 1.71 -0.11
C 0.15 2.05 0.41
C -0.16 2.67 1.71
C 2.72 1.85 0.45
C 2.10 0.91 -2.44
C -0.94 0.96 -3.12
C -2.36 2.17 -0.45
H -0.61 3.66 1.55
H 0.72 2.79 2.33
H -0.91 2.09 2.26
H 3.28 2.61 -0.09
H 3.29 0.92 0.38
H 2.69 2.15 1.50
H 3.00 1.53 -2.31
H 1.76 0.92 -3.47
H 2.42 -0.11 -2.19
H -0.60 1.67 -3.88
H -2.03 1.01 -3.10
H -0.65 -0.04 -3.44
H -2.42 3.25 -0.29
H -2.76 1.71 0.45
H -3.00 1.92 -1.30
I 0.53 -6.35 4.06
C -0.26 -5.09 2.64
C -1.33 -5.33 1.80
N -1.52 -4.23 1.06
N -0.62 -3.27 1.36
C 0.15 -3.79 2.34
H -1.95 -6.21 1.69
H -2.20 -4.10 0.33
H 0.96 -3.23 2.77

These are the Löwdin partial charges, in e, on atoms 1 to 5: 0.990 -0.166 -0.203 -0.050 -0.219